Formula: C3H2O3
Source: the OMol25 dataset
Level of theory: wB97M-V/def2-TZVPD

Computed properties:
energy	-9281.4833	eV
LUMO energy	-0.5	eV
frontier orbital gap	9.1	eV

Structure (ORCA input):
```
! RIJCOSX wB97M-V def2-TZVPD def2/J DEFGRID3
* xyz 0 1
O -1.95931 0.09959 -1.46312
H -0.17077 -0.77772 -2.04226
C 0.20605 0.09441 0.04112
H 0.36890 1.30686 1.87599
C 0.89674 0.52761 1.29033
C -0.88043 -0.37672 -1.32214
O 1.99838 0.11675 1.56822
O -0.45955 -0.99077 0.05186
*
```



Formula: C48H31CdF4N5PSSb
Source: the OMol25 dataset
Level of theory: wB97M-V/def2-TZVPD

Computed properties:
energy	-99808.3212	eV
LUMO energy (spin up / spin down)	-8.0 / -8.0	eV
frontier orbital gap (spin up / spin down)	5.4 / 5.4	eV

Structure (ORCA input):
```
! RIJCOSX wB97M-V def2-TZVPD def2/J DEFGRID3
* xyz 2 1
C 3.44419 -5.24568 -2.65425
C 1.80299 -4.09958 -4.59235
H -2.20251 -3.87958 2.01575
F 1.01929 -3.54828 -5.50745
F 0.96039 -2.60178 -2.98775
H -4.84451 3.64042 3.15035
H 0.49669 1.86082 2.31025
N 3.12859 0.58672 -0.09995
H 2.59779 5.13362 -0.47205
H 0.09529 -0.35138 2.82025
N 1.13629 -4.98928 -8.16205
C -4.23241 2.80392 3.45255
H 5.70619 1.35072 0.08675
H -5.76681 -1.22378 2.29465
C -0.60621 5.21302 -3.85925
C 0.00169 -1.43848 2.82585
C 0.06599 5.00692 1.11175
C 4.64719 4.53552 -0.29565
C 5.02009 2.17632 -0.03725
C -0.19661 3.54372 3.46455
C 2.77049 -5.61468 -6.29615
H 3.19949 0.19372 -1.04245
C -3.00971 1.62492 5.15715
H -0.39711 -5.26788 2.98705
C 3.75379 -6.51948 -6.75465
C -3.77871 2.70722 4.75905
C 2.71169 -5.14068 -4.99085
H -7.66551 -2.48508 1.34525
C 1.86239 -5.23398 -7.30905
C 1.23249 4.08582 -2.80255
H -2.10741 -0.22928 4.56595
Sb -2.72061 -0.82468 1.52475
H -7.31891 -3.95968 -0.59805
C 2.39879 -3.80258 -0.93755
H 3.73329 0.01072 0.48695
H -3.16011 -2.97298 -0.63055
F 4.47129 -6.56438 -4.26285
C -6.68221 -2.59068 0.91405
H 5.03239 5.53782 -0.38805
H -0.98391 5.82732 -4.66125
H -4.26991 1.87822 1.51285
C -2.69051 0.62752 4.24915
C 0.73279 4.85562 -3.83845
F 4.22479 -5.77868 -1.72015
H 1.39479 5.18342 -4.62505
H 0.15409 5.57482 0.19625
H 1.62349 -4.20948 3.89335
H -0.29361 2.98122 4.38065
S -1.97791 0.18392 -0.44625
C -0.36161 5.62502 2.27445
C -5.21941 -3.58198 -0.71855
C 0.23509 2.92342 2.30765
H -4.03641 3.47382 5.47295
C -0.49821 4.89732 3.44595
Cd 0.44339 0.32312 0.01945
H -1.63031 3.67722 -1.02055
H -0.58431 6.68082 2.26665
H -2.66831 1.54872 6.17925
N 3.41329 -4.83858 1.16595
C -1.14441 -2.04538 2.33135
C 1.00089 -2.21808 3.38945
C 2.78189 3.01282 -0.27865
C 5.51309 3.46682 -0.12375
C 3.00319 -4.40928 0.18725
C 0.36849 3.64822 1.12505
H 1.87839 -1.74558 3.80515
C 1.62499 -2.72228 -0.54495
C 1.76119 -3.63308 -3.31095
H -5.06531 -4.24798 -1.55425
C -1.46011 4.78452 -2.85325
H 6.57539 3.63832 -0.06125
C -6.48411 -3.42698 -0.17245
C 0.38319 3.69572 -1.76985
C -4.15091 -2.87258 -0.19855
N 1.04069 -1.82598 -0.10915
H 2.27639 3.80102 -2.78735
C 3.28629 4.30962 -0.35505
C 0.85519 -3.59738 3.44575
C -0.97401 4.01882 -1.81125
H -2.50301 5.05582 -2.87995
P 0.98369 2.76102 -0.34245
C 2.53349 -4.21978 -2.26325
C -1.29591 -3.42038 2.38915
C 3.56409 -5.65238 -3.95425
C -4.36831 -2.01968 0.87395
H -0.83501 5.38482 4.34715
C -3.14661 0.73602 2.94405
C 3.65489 1.93182 -0.13025
C -0.28751 -4.19598 2.94195
C -5.62011 -1.87838 1.44625
C -3.91501 1.81582 2.53485
N 4.55849 -7.21128 -7.18735
*
```



Formula: C8H7O2
Source: the OMol25 dataset
Level of theory: wB97M-V/def2-TZVPD

Computed properties:
energy	-12494.8248	eV
LUMO energy	-6.1	eV
frontier orbital gap	8.0	eV

Structure (ORCA input):
```
! RIJCOSX wB97M-V def2-TZVPD def2/J DEFGRID3
* xyz 1 1
H -1.33988 -0.26502 -2.68869
C -0.57021 1.07944 -1.33765
C -0.38626 -0.16492 -2.22478
C 0.08634 -1.31689 -1.35297
H 0.77755 -1.21313 3.19312
C 0.35323 0.58635 2.35000
H 1.01382 -1.51864 -1.71081
H 0.46382 1.12072 3.37000
H -0.62781 -2.13427 -1.41272
O 0.52251 -1.53328 1.24887
H -0.29468 2.39058 1.41970
H 0.41537 0.37301 -2.91281
C -0.14041 0.58940 0.06697
C -0.05542 1.33658 1.22646
O -0.91141 2.19584 -1.52015
C 0.53026 -0.79654 2.31813
C 0.16318 -0.72924 -0.03265
*
```



In kcal per mole, the energy above the lowest of the compared OMol25 structures with the same formula, charge and spin values for the records above are, in order, 93.24, 19.44, 0.00.